13
Properties=species:S:1:pos:R:3 method="wB97M-V/def2-TZVPD" de_lowest_kcal_mol=91.70 energy_ev=-6784.53631 e_lumo_ev="0.73 / 0.73" homo_energy_ha="-0.24598 / -0.24598" homo_lumo_gap_ev="7.420 / 7.419"
C 0.97919 -0.91510 -0.32734
N -0.29985 -0.22831 -0.58106
C -1.04153 -0.70414 -1.56541
C -0.60299 0.86830 0.15017
C -0.00673 1.18433 1.38474
C 0.43199 1.51704 2.46583
H 1.32179 -0.69010 0.67997
H 1.71405 -0.55793 -1.04873
H 0.82658 -1.98668 -0.44266
H -0.65147 -1.49082 -2.19312
H -1.99895 -0.23809 -1.75604
H -1.46328 1.43139 -0.19358
H 0.79120 1.81011 3.42723


28
Properties=species:S:1:pos:R:3 method="wB97M-V/def2-TZVPD" de_lowest_kcal_mol=63.24 energy_ev=-25892.47056 e_lumo_ev=-4.48 total_charge=+1 homo_energy_ha=-0.48217 homo_lumo_gap_ev=8.637
C -1.50081 -2.39931 1.31673
C 1.74368 -1.76954 1.40697
C -1.78916 -1.23197 2.00782
C -1.06452 -2.02745 0.15428
C 1.48688 -0.48914 1.61174
C 2.15148 -1.13178 -0.79693
C 2.10641 -2.17251 0.11417
C -0.03161 2.41453 -1.77503
C -0.49437 0.21971 -0.66208
C -0.67710 1.71585 -0.55384
N -1.54726 -0.16656 1.33638
N -1.13688 -0.61350 0.12333
N -0.06354 2.18077 0.70622
S 1.62342 0.35893 0.03519
H -1.66718 -3.45831 1.58482
H 1.72623 -2.49933 2.11639
H -2.08001 -1.29333 3.06682
H -0.90135 -2.77632 -0.66459
H 1.06801 -0.04292 2.52474
H 2.19774 -1.11723 -1.80960
H -0.39887 3.50709 -1.76731
H 1.05526 2.38262 -1.60320
H -0.26579 1.97287 -2.66703
H -0.48560 -0.24322 -1.74626
H -1.83042 1.71618 -0.64311
H 2.06401 -3.26652 -0.11864
H -0.81269 2.11550 1.37675
H -0.11989 3.22417 0.46666


92
Properties=species:S:1:pos:R:3 method="wB97M-V/def2-TZVPD" de_lowest_kcal_mol=0.00 energy_ev=-124606.38721 e_lumo_ev=-2.38 total_charge=+1 homo_energy_ha=-0.37786 homo_lumo_gap_ev=7.898
Ag -0.70735 -0.29093 -0.66653
C 5.70571 -1.80642 0.78822
C 5.17054 -1.05304 1.99685
C 4.05813 -0.04999 1.69994
C 2.78717 -0.65402 1.08660
Ge 2.64282 -0.79326 -0.85403
C 2.46585 0.98633 -1.61512
C 3.77698 1.75676 -1.85708
C 4.22414 1.74548 -3.31739
C 4.52529 0.35668 -3.86230
H 6.58276 -2.39683 1.05360
H 6.00336 -1.12285 -0.01167
H 4.96939 -2.49479 0.37187
H 5.99241 -0.51897 2.47954
H 4.80383 -1.77025 2.73799
H 4.44705 0.75734 1.07001
H 3.78256 0.42907 2.64383
H 1.92668 -0.02202 1.33406
H 2.57282 -1.63602 1.51925
H 3.74146 -1.60497 -1.55594
H 1.82706 1.52111 -0.90582
H 1.90228 0.90186 -2.55049
H 4.58948 1.36273 -1.23697
H 3.65048 2.79470 -1.53529
H 5.11042 2.37573 -3.42076
H 3.44545 2.21718 -3.92758
H 5.29902 -0.13801 -3.27127
H 4.87809 0.40489 -4.89238
H 3.64469 -0.28901 -3.85327
N -7.78423 -0.15553 -2.41881
C -7.12586 -0.05067 -1.25384
S -7.79756 0.46192 0.14619
C -5.67214 -0.40905 -1.34351
C -4.90033 -0.03737 -2.43588
C -3.54756 -0.33881 -2.43395
N -2.94862 -0.99845 -1.44384
C -3.70769 -1.37642 -0.40810
C -5.05557 -1.09679 -0.30683
H -8.76716 0.06264 -2.43929
H -7.37744 -0.61853 -3.21324
H -5.31861 0.52535 -3.25941
H -2.91471 -0.01980 -3.25275
H -3.20350 -1.92298 0.38138
H -5.62323 -1.39145 0.56438
C -0.10236 5.87972 -0.69246
N -0.86267 4.65626 -0.52300
C -0.67334 3.52896 -1.21167
N 0.32087 3.51160 -2.10945
S -1.68410 2.18612 -0.93935
H -0.34549 6.55360 0.12391
H -0.33713 6.37883 -1.63523
H 0.96826 5.67503 -0.63787
H -1.64638 4.64502 0.10717
H 0.80580 4.34741 -2.38841
H 0.42818 2.68922 -2.67570
C 0.22071 -0.03759 5.01804
C -0.18831 -0.85524 3.79812
Sb -0.91702 0.24780 2.11046
C -2.93890 0.61915 2.71442
C -3.21926 0.69072 4.20998
C 0.01568 2.15755 2.41361
C -0.91099 3.27237 2.88033
H 0.48783 -0.69257 5.84918
H -0.57881 0.61720 5.36405
H 1.09095 0.58704 4.81416
H -0.98438 -1.56039 4.04700
H 0.64839 -1.45432 3.43550
H -3.52600 -0.17653 2.25221
H -3.23697 1.53726 2.20421
H -2.91601 -0.22132 4.72556
H -4.28563 0.82920 4.39649
H -2.69892 1.52231 4.68510
H 0.45792 2.40739 1.44642
H 0.83690 2.01243 3.11578
H -1.75755 3.39570 2.20195
H -0.38056 4.22624 2.93510
H -1.31888 3.07501 3.87107
C -0.26169 -4.53725 -2.95964
C -0.10578 -4.21184 -1.46985
C -1.48042 -4.19427 -0.78956
C 0.80640 -5.24553 -0.79234
C 0.51374 -2.88979 -1.31213
C 0.98022 -1.77164 -1.17304
H -0.74251 -5.51048 -3.06814
H 0.70709 -4.57550 -3.45739
H -0.87798 -3.78987 -3.45950
H -1.89733 -5.20271 -0.80217
H -2.16524 -3.53132 -1.31889
H -1.40395 -3.86666 0.24850
H 0.37742 -6.24005 -0.92059
H 0.90226 -5.04432 0.27484
H 1.80156 -5.24252 -1.23718


55
Properties=species:S:1:pos:R:3 method="wB97M-V/def2-TZVPD" s2=0.779 de_lowest_kcal_mol=11.98 energy_ev=-82460.94667 e_lumo_ev="0.06 / 0.48" multiplicity=2 homo_energy_ha="-0.27333 / -0.27431" homo_lumo_gap_ev="7.502 / 7.947"
Co -0.83573 0.35598 0.51529
C -1.03286 -2.35358 1.86021
N -1.34879 -0.98096 2.25423
C -2.74349 -0.93614 2.68760
C -0.45842 -0.54661 3.34418
C 0.86117 -0.00292 2.78699
N 0.51646 0.95367 1.76434
C 1.31793 1.94487 1.38235
C 0.79951 2.87039 0.43583
F -0.47442 2.60746 -0.00956
C 1.50396 3.93140 -0.07415
F 0.91678 4.76701 -0.95035
C 2.82548 4.14293 0.29524
C 3.37630 3.25601 1.20783
F 4.66203 3.42459 1.56429
C 2.66194 2.21138 1.76076
F 3.29294 1.40204 2.64822
H -1.22457 -3.04641 2.69086
H 0.00698 -2.42497 1.55781
H -1.64905 -2.63599 1.00951
H -2.92352 -1.64522 3.50792
H -3.38801 -1.20167 1.85161
H -3.00031 0.06528 3.02529
H -0.27396 -1.36996 4.04620
H -0.94464 0.26773 3.88533
H 1.45038 -0.82690 2.36241
H 1.43859 0.43708 3.60803
H 3.40581 4.94507 -0.12421
C -4.27708 1.05366 -0.88123
C -3.23761 0.32149 -1.67227
C -3.44566 0.01549 -3.00730
C -2.43974 -0.64202 -3.71369
C -1.25676 -0.95020 -3.09055
C -1.07313 -0.56682 -1.74680
N -2.09526 0.02022 -1.05975
N 0.04010 -0.68983 -1.01991
Si 1.60701 -1.26712 -1.46519
C 1.74926 -3.09667 -0.90497
C 2.93306 -0.24518 -0.55487
C 2.10682 -1.19031 -3.31503
H -5.26010 0.92926 -1.32500
H -4.03296 2.11504 -0.88024
H -4.29546 0.71181 0.15063
H -4.37525 0.28552 -3.48417
H -2.59244 -0.89889 -4.75330
H -0.45806 -1.45795 -3.60123
H 1.92454 -3.18216 0.16360
H 2.58137 -3.58063 -1.40560
H 0.84887 -3.65734 -1.14041
H 2.84345 -0.32749 0.52123
H 2.87605 0.80964 -0.81089
H 3.92412 -0.59654 -0.82095
H 1.72737 -2.03958 -3.87844
H 3.18960 -1.20428 -3.40827
H 1.74939 -0.28070 -3.78948


27
Properties=species:S:1:pos:R:3 method="wB97M-V/def2-TZVPD" de_lowest_kcal_mol=53.97 energy_ev=-21462.50918 e_lumo_ev=0.81 homo_energy_ha=-0.29690 smiles=Cc1ccccc1.CCSC homo_lumo_gap_ev=8.894
C -1.87300 -2.00285 0.53606
C -2.29630 1.66094 1.31487
C -2.21272 0.41630 0.52517
C -1.67599 1.68857 2.57857
C -1.49799 -0.69653 0.93682
C -0.84990 0.53912 2.92362
C -0.72191 -0.52813 2.09604
H -2.93289 2.43168 0.83540
H -2.98006 0.37486 -0.27967
H -1.83851 2.32429 3.45635
H -0.42482 0.52711 3.89192
H -2.86137 -1.99026 0.07131
H -1.96252 -2.57505 1.40197
H -0.13821 -1.39999 2.30014
H -1.11038 -2.60733 -0.07367
C 2.64182 -0.47967 -0.86621
C 2.36173 -1.29653 -2.00769
C 1.55891 1.80805 -2.56239
S 2.26491 1.35114 -1.01899
H 2.12919 -0.70981 0.17240
H 3.72754 -0.36481 -0.74057
H 2.26370 -2.35605 -1.87525
H 2.99753 -1.01915 -2.76678
H 0.68517 1.18265 -2.82841
H 1.27804 2.87044 -2.32910
H 2.18694 1.96821 -3.44244
H 1.28107 -1.11723 -2.24949


60
Properties=species:S:1:pos:R:3 method="wB97M-V/def2-TZVPD" s2=6.130 energy_ev=-69921.07145 e_lumo_ev="2.37 / 2.37" multiplicity=5 total_charge=-1 homo_energy_ha="-0.04696 / -0.10829" homo_lumo_gap_ev="3.649 / 5.317"
H -0.97429 -2.51744 4.57222
C -0.49742 -3.10814 5.44120
H 0.46749 -3.49429 5.05264
C -0.22645 -2.21002 6.59644
C -0.97342 -2.22375 7.73153
N -1.90103 -3.20782 7.96999
C -2.79901 -3.09793 9.06644
C -3.57504 -1.94148 9.21202
C -4.53974 -1.87429 10.22803
C -4.65488 -2.92313 11.15134
C -3.84209 -4.06069 11.03320
C -2.94427 -4.16889 9.95734
C -2.02602 -4.25716 7.07375
C -1.41183 -4.24078 5.86925
C -1.75457 -5.33540 4.91812
N -1.16686 -5.29170 3.68902
O -2.58505 -6.19585 5.22642
H 0.57322 -1.47825 6.48811
H -0.87014 -1.48390 8.53793
H -3.45325 -1.11807 8.50502
H -5.19404 -1.00256 10.28991
H -5.37152 -2.84972 11.96734
H -3.90827 -4.87218 11.76640
H -2.33202 -5.06616 9.82946
H -2.74163 -5.02919 7.39460
H -0.28660 -4.82252 3.56135
H -1.24419 -6.14597 3.15222
C 3.49839 -0.46292 2.67854
C 2.43394 -0.80773 3.61195
C 1.42101 -1.55475 2.88060
C 1.85682 -1.67371 1.49828
C 3.14505 -1.00502 1.37508
Fe 1.75150 0.21031 2.05679
C 1.70625 1.90099 0.97725
C 1.34928 2.14637 2.35751
C 0.24869 1.27674 2.71126
C -0.13670 0.53375 1.48763
C -1.19118 -0.40516 1.26583
C -2.51546 -0.17798 1.68366
C -3.43098 -1.23940 1.46154
C -4.77505 -1.07347 1.72560
C -5.23744 0.12236 2.30110
C -4.34344 1.17988 2.54694
C -2.99944 1.05805 2.22186
C 0.86115 0.86141 0.45941
H 4.43339 0.03287 2.93040
H 2.42638 -0.62018 4.68316
H 0.52025 -1.99366 3.29834
H 1.33772 -2.22198 0.71645
H 3.76113 -0.98150 0.47876
H 2.44468 2.45506 0.41350
H 1.77282 2.91267 2.99568
H -0.29169 1.17767 3.65445
H -1.01253 -1.19087 0.52611
H -3.02007 -2.16277 1.04550
H -5.47669 -1.86240 1.45601
H -6.29074 0.23207 2.55101
H -4.71317 2.12208 2.95329
H -2.31298 1.90368 2.31939
H 0.83214 0.41613 -0.53223